Record 1
ORCA calculation (the ωB97M-V functional and the def2-TZVPD basis) on one molecule with the formula C3H4N2O2 at a distorted geometry.

As for the LUMO energy: -0.19 eV. Its SMILES is [H]/N=C/C(=C)[N+](=O)[O-]. For the calculated total energy, the calculation gives -376.55648 Eh.

ORCA input file:
```
! RIJCOSX wB97M-V def2-TZVPD def2/J DEFGRID3
* xyz 0 1
H -0.023 2.883 -0.372
N 0.568 2.057 -0.400
C 0.135 1.041 0.200
C 0.897 -0.195 0.197
C 0.446 -1.437 0.232
N 2.496 -0.058 0.093
O 2.964 0.979 0.455
O 3.067 -1.035 -0.295
H -0.827 0.968 0.742
H 1.134 -2.266 0.177
H -0.604 -1.669 0.280
*
```

Record 2
ORCA calculation (the ωB97M-V functional and the def2-TZVPD basis) on a 5-piece molecular cluster, C8H24BF4O4S4 overall at a distorted geometry.

As for the LUMO energy: 2.58 eV. For the calculated total energy, the calculation gives -2637.37660 Eh.

ORCA input file:
```
! RIJCOSX wB97M-V def2-TZVPD def2/J DEFGRID3
* xyz -1 1
B -24.930 -11.752 -8.336
F -25.373 -12.574 -7.227
F -23.901 -12.249 -8.957
F -25.999 -11.837 -9.232
F -24.643 -10.416 -7.945
C -27.569 -14.567 -5.026
S -28.389 -15.096 -6.649
O -29.337 -16.260 -6.458
C -26.918 -15.612 -7.493
H -26.970 -13.697 -5.293
H -27.037 -15.399 -4.565
H -28.404 -14.260 -4.395
H -26.066 -14.953 -7.663
H -27.397 -16.129 -8.324
H -26.459 -16.470 -7.001
C -27.606 -13.616 -11.434
S -29.417 -13.472 -10.997
O -30.039 -14.851 -10.744
C -29.400 -12.491 -9.414
H -27.395 -13.827 -12.482
H -27.033 -14.283 -10.790
H -27.206 -12.603 -11.382
H -30.095 -11.680 -9.632
H -28.485 -11.988 -9.102
H -29.764 -13.260 -8.733
C -22.606 -12.071 -3.890
S -21.435 -11.079 -4.894
O -20.147 -11.821 -4.791
C -22.017 -11.421 -6.516
H -22.441 -13.142 -3.776
H -23.679 -11.941 -4.036
H -22.616 -11.656 -2.883
H -22.495 -10.481 -6.795
H -22.760 -12.212 -6.616
H -21.207 -11.501 -7.242
C -24.477 -11.466 -12.041
S -23.945 -9.743 -12.490
O -25.161 -8.916 -12.840
C -23.078 -9.285 -10.887
H -25.422 -11.699 -12.530
H -24.701 -11.481 -10.974
H -23.633 -12.130 -12.226
H -23.605 -9.413 -9.942
H -22.497 -8.363 -10.866
H -22.252 -9.996 -10.907
*
```

Record 3
ORCA calculation (the ωB97M-V functional and the def2-TZVPD basis) on C4H3NaO as an isolated structure at a distorted geometry.

As for the LUMO energy: -1.05 eV. For the calculated total energy, the calculation gives -391.54160 Eh.

ORCA input file:
```
! RIJCOSX wB97M-V def2-TZVPD def2/J DEFGRID3
* xyz 0 1
C -2.178 0.154 -0.003
C -0.892 -0.183 0.022
C 0.329 -0.537 0.159
C 1.612 -0.851 0.424
H -2.962 -0.596 0.136
H -2.491 1.201 0.011
H 2.750 -1.092 -0.466
O 2.531 0.018 -0.045
Na 1.300 1.885 -0.238
*
```

Record 4
ORCA calculation (the ωB97M-V functional and the def2-TZVPD basis) on C28H40N6OPPt as an isolated structure.

As for the LUMO energy: -2.10 eV. For the calculated total energy, the calculation gives -1955.26595 Eh.

ORCA input file:
```
! RIJCOSX wB97M-V def2-TZVPD def2/J DEFGRID3
* xyz 1 1
Pt -0.462 -0.636 -0.062
O -1.331 -0.493 -1.852
C -2.642 -0.550 -2.043
C -3.120 -1.155 -3.212
C -4.471 -1.223 -3.479
C -5.400 -0.692 -2.587
C -4.947 -0.070 -1.445
C -3.579 0.027 -1.167
C -3.120 0.769 -0.006
N -1.929 0.701 0.577
C -1.936 1.575 1.643
C -3.144 2.182 1.708
N -3.874 1.668 0.662
H -2.397 -1.571 -3.902
H -4.809 -1.705 -4.387
H -6.460 -0.767 -2.785
H -5.673 0.332 -0.747
H -1.074 1.722 2.270
H -3.533 2.932 2.371
H -4.806 1.941 0.404
C 0.433 -2.447 -3.483
C 0.453 -3.275 -2.189
C -0.967 -3.731 -1.820
C 1.279 -4.547 -2.412
P 1.061 -2.231 -0.758
C 1.233 -3.459 0.579
C 0.178 -3.638 1.470
C 0.236 -4.615 2.453
C 1.353 -5.428 2.562
C 2.408 -5.270 1.672
C 2.343 -4.300 0.686
C 2.747 -1.474 -1.110
C 3.502 -1.259 0.213
C 3.670 -2.267 -2.041
C 2.480 -0.104 -1.756
H -0.124 -3.005 -4.240
H 1.435 -2.290 -3.876
H -0.050 -1.483 -3.343
H -1.364 -4.325 -2.647
H -1.645 -2.902 -1.649
H -0.958 -4.365 -0.932
H 0.806 -5.106 -3.223
H 1.285 -5.192 -1.535
H 2.304 -4.346 -2.713
H -0.704 -3.012 1.391
H -0.599 -4.741 3.131
H 1.398 -6.191 3.327
H 3.277 -5.911 1.737
H 3.166 -4.213 -0.011
H 3.886 -2.189 0.623
H 2.888 -0.784 0.976
H 4.351 -0.601 0.017
H 3.908 -3.263 -1.673
H 4.612 -1.718 -2.114
H 3.274 -2.357 -3.049
H 1.826 0.519 -1.145
H 2.027 -0.206 -2.743
H 3.433 0.417 -1.875
C -0.037 1.216 5.931
C 0.201 -0.290 5.935
C -1.065 -1.065 5.581
C 1.384 -0.678 5.045
N 1.214 -0.247 3.654
C 1.650 0.854 3.030
N 1.228 0.836 1.791
N 0.540 -0.315 1.686
N 0.511 -0.966 2.795
H -0.824 1.477 6.637
H -0.360 1.567 4.947
H 0.860 1.772 6.214
H 0.518 -0.584 6.940
H -1.370 -0.888 4.547
H -1.887 -0.755 6.225
H -0.923 -2.139 5.708
H 1.529 -1.756 5.015
H 2.304 -0.212 5.395
H 2.249 1.622 3.488
*
```

It is found that the ΔE to the lowest compared entry with this formula, charge and spin values, taken in the order of the records, are 130.1, 33.1, 2.1, 0.0 kcal per mole.
It is found that the HOMO-LUMO gap values, taken in the order of the records, are 10.15, 8.84, 5.87, 8.19 eV.